--- a ---
ORCA calculation (ωB97M-V/def2-TZVPD) on the ion C5H15N2 with charge +1.

XYZ file:
```
22
Properties=species:S:1:pos:R:3:mulliken_charge:R:1
C -1.80 0.05 1.89 -1.60
C -0.46 -0.10 1.18 0.60
N 0.38 -1.16 1.67 -0.60
C -0.65 -0.17 -0.35 -1.01
N 0.67 0.13 -0.99 -0.03
C 0.74 -0.46 -2.39 -0.96
C 1.09 1.60 -1.00 -0.77
H -2.10 1.09 1.95 0.42
H -2.62 -0.52 1.47 0.35
H -1.78 -0.14 2.97 0.44
H -0.10 0.93 1.36 0.20
H 0.95 -0.97 2.47 0.26
H -0.23 -1.89 2.00 0.28
H -1.01 -1.16 -0.62 0.46
H -1.32 0.63 -0.67 0.35
H 1.34 -0.22 -0.30 0.41
H 0.02 0.06 -3.00 0.37
H 1.77 -0.28 -2.67 0.44
H 0.57 -1.53 -2.27 0.38
H 2.04 1.67 -0.48 0.33
H 0.34 2.08 -0.38 0.34
H 1.21 1.96 -2.01 0.35
```

Properties
* structure (SMILES): C[C@@H](N)C[NH+](C)C
* frontier orbital gap: 11.101 eV
* charge: +1

---

--- b ---
ORCA calculation (ωB97M-V/def2-TZVPD) on the ion C5H15N2 with charge +1.

XYZ file:
```
22
Properties=species:S:1:pos:R:3:mulliken_charge:R:1
C 0.25 2.71 -0.04 -1.09
C 1.06 1.58 -0.63 -0.48
N 0.19 0.49 -1.09 -0.29
C 0.64 -0.88 -0.98 -0.64
C 0.67 -1.27 0.49 -0.63
N -0.67 -0.90 1.06 -0.09
C -1.77 -1.83 0.76 -0.86
H 0.87 3.47 0.42 0.38
H -0.29 3.21 -0.83 0.29
H -0.43 2.34 0.74 0.27
H 1.66 1.95 -1.47 0.39
H 1.74 1.17 0.11 0.28
H -0.13 0.69 -2.02 0.25
H 1.60 -1.06 -1.46 0.35
H -0.03 -1.55 -1.53 0.39
H 0.80 -2.34 0.67 0.38
H 1.44 -0.81 1.09 0.39
H -0.57 -0.78 2.07 0.38
H -0.90 0.02 0.65 0.28
H -1.88 -1.90 -0.32 0.33
H -1.52 -2.80 1.19 0.35
H -2.73 -1.51 1.13 0.35
```

Properties
* structure (SMILES): CCNCC[NH2+]C
* frontier orbital gap: 10.249 eV
* charge: +1

---

--- c ---
ORCA calculation (ωB97M-V/def2-TZVPD) on the ion C5H15N2 with charge +1.

XYZ file:
```
22
Properties=species:S:1:pos:R:3:mulliken_charge:R:1
C -0.54 0.44 -2.08 -1.31
C -0.71 -0.53 -0.90 0.61
C -2.10 -0.22 -0.29 -1.53
C 0.55 -0.50 0.04 -0.31
N 1.70 0.40 -0.24 -0.24
C 0.15 -0.17 1.52 -0.77
N 1.39 0.07 2.28 -0.57
H -1.49 0.73 -2.53 0.37
H -0.09 1.38 -1.65 0.28
H -0.09 0.08 -3.01 0.30
H -0.73 -1.55 -1.29 0.27
H -2.76 -0.30 -1.17 0.48
H -2.36 -1.00 0.47 0.35
H -2.19 0.79 0.11 0.36
H 1.05 -1.47 0.23 0.37
H 2.13 0.45 0.76 0.47
H 2.42 -0.04 -0.81 0.35
H 1.43 1.31 -0.63 0.31
H -0.41 0.77 1.46 0.44
H -0.34 -1.02 1.93 0.33
H 1.65 -0.58 3.01 0.23
H 1.34 0.96 2.79 0.22
```

Properties
* structure (SMILES): CC(C)[C@@H]([NH3+])CN
* frontier orbital gap: 11.546 eV
* charge: +1

---

--- d ---
ORCA calculation (ωB97M-V/def2-TZVPD) on a cluster of 2 separate species, C5H15N2 in total.

XYZ file:
```
22
Properties=species:S:1:pos:R:3:mulliken_charge:R:1
C 0.81 1.36 1.63 -1.01
N 0.00 0.15 1.81 -0.06
C 0.66 -0.99 2.51 -0.87
H 0.27 2.03 0.96 0.37
H 0.92 1.85 2.62 0.38
H 1.80 1.10 1.22 0.38
H -0.28 -0.23 0.84 0.43
H -0.86 0.41 2.37 0.38
H 1.45 -1.32 1.82 0.34
H -0.08 -1.80 2.63 0.33
H 1.13 -0.64 3.43 0.37
C 0.17 0.47 -2.94 -1.22
C -0.11 0.65 -1.44 -0.36
C -1.34 -1.28 -1.16 -0.29
N -0.33 -0.62 -0.73 -0.36
H 0.54 1.39 -3.41 0.37
H 0.85 -0.35 -3.18 0.34
H -0.75 0.28 -3.50 0.36
H -0.95 1.35 -1.25 0.31
H 0.80 1.12 -1.04 0.29
H -1.96 -0.91 -2.00 0.24
H -1.63 -2.25 -0.68 0.25
```

Properties
* frontier orbital gap: 11.258 eV
* charge: +1

---

Name the least stable of them. d.

---

--- a ---
ORCA calculation (ωB97M-V/def2-TZVPD) on the ion C5H15N2 with charge +1.

XYZ file:
```
22
Properties=species:S:1:pos:R:3:mulliken_charge:R:1
C -0.07 2.29 1.31 -1.53
C 0.00 1.35 0.14 0.40
N 1.41 1.12 -0.53 -0.17
C -0.55 -0.03 0.53 -0.96
N -0.20 -1.08 -0.39 0.18
C 0.41 -2.24 0.32 -0.99
C -1.17 -1.41 -1.43 -1.17
H 0.51 2.00 2.23 0.38
H 0.20 3.19 0.98 0.50
H -1.12 2.51 1.77 0.34
H -0.77 1.86 -0.59 0.19
H 1.32 0.30 -1.14 0.35
H 1.73 1.90 -1.04 0.37
H 2.03 0.92 0.22 0.34
H -0.09 -0.23 1.59 0.41
H -1.67 0.07 0.74 0.29
H -0.34 -2.77 0.90 0.41
H 0.80 -3.04 -0.43 0.29
H 1.19 -1.98 1.21 0.27
H -0.96 -2.38 -1.88 0.36
H -0.99 -0.65 -2.21 0.31
H -2.08 -1.82 -1.14 0.44
```

Properties
* structure (SMILES): C[C@@H]([NH3+])CN(C)C
* frontier orbital gap: 9.485 eV
* charge: +1

---

--- b ---
ORCA calculation (ωB97M-V/def2-TZVPD) on a cluster of 2 separate species, C5H15N2 in total.

XYZ file:
```
22
Properties=species:S:1:pos:R:3:mulliken_charge:R:1
C -1.67 -0.30 -1.63 -1.06
C -1.12 0.90 -0.79 -0.15
C -0.35 0.49 0.40 -0.35
C 0.85 -0.34 0.25 -0.51
C 2.09 0.32 -0.34 -0.67
N 2.39 1.58 0.31 -0.46
N -1.21 -2.00 1.84 -0.53
H -0.80 -0.85 -1.99 0.32
H -2.27 -0.87 -0.92 0.29
H -0.33 1.56 -1.20 0.28
H -1.99 1.52 -0.58 0.37
H -1.27 -1.22 1.21 0.15
H -0.53 1.12 1.27 0.37
H 1.22 -0.67 1.23 0.40
H 0.60 -1.28 -0.25 0.51
H 1.85 0.43 -1.41 0.34
H 2.95 -0.34 -0.25 0.39
H 3.01 2.18 -0.22 0.23
H 1.60 2.01 0.74 0.20
H -0.70 -1.79 2.67 0.26
H -2.07 -2.44 2.12 0.24
H -2.28 -0.02 -2.47 0.39
```

Properties
* frontier orbital gap: 6.429 eV
* charge: +1

---

--- c ---
ORCA calculation (ωB97M-V/def2-TZVPD) on a cluster of 2 separate species, C5H15N2 in total.

XYZ file:
```
22
Properties=species:S:1:pos:R:3:mulliken_charge:R:1
C -1.80 1.38 0.84 -1.14
C -1.14 0.03 1.21 -0.31
C -0.39 -0.54 0.06 -0.32
C 0.83 0.11 -0.39 -0.37
C 2.06 -0.21 0.55 -0.69
N 2.29 -1.64 0.64 -0.52
N -0.90 0.03 -2.79 -0.56
H -1.07 2.17 0.69 0.35
H -2.34 1.25 -0.09 0.29
H -0.49 0.20 2.08 0.28
H -1.89 -0.68 1.57 0.37
H -1.24 0.97 -2.71 0.25
H -0.41 -1.63 0.10 0.43
H 1.19 -0.09 -1.40 0.54
H 0.69 1.20 -0.40 0.32
H 1.93 0.28 1.52 0.33
H 2.90 0.26 0.04 0.41
H 3.18 -1.80 1.08 0.27
H 1.57 -2.08 1.20 0.23
H -0.97 -0.46 -1.91 0.19
H -1.47 -0.46 -3.48 0.28
H -2.51 1.70 1.60 0.38
```

Properties
* frontier orbital gap: 6.799 eV
* charge: +1

---

--- d ---
ORCA calculation (ωB97M-V/def2-TZVPD) on the ion C5H15N2 with charge +1.

XYZ file:
```
22
Properties=species:S:1:pos:R:3:mulliken_charge:R:1
C -2.99 0.01 0.00 -1.09
C -1.60 0.33 0.72 -0.30
N -0.58 0.87 -0.35 -0.58
C -0.10 -0.19 -1.37 -0.40
C 0.95 -1.03 -0.45 -0.66
N 1.41 -0.18 0.68 -0.24
C 2.86 0.29 0.68 -0.87
H -2.77 -0.48 -0.97 0.26
H -3.47 -0.70 0.63 0.37
H -3.61 0.81 -0.31 0.35
H -1.52 1.06 1.62 0.33
H -1.25 -0.64 1.13 0.22
H -0.91 1.67 -0.96 0.27
H -0.90 -0.86 -1.59 0.21
H 0.31 0.29 -2.25 0.49
H 0.52 -2.06 -0.10 0.29
H 1.88 -1.45 -1.00 0.40
H 1.20 -0.64 1.55 0.37
H 0.68 0.63 0.57 0.50
H 3.00 0.95 1.49 0.37
H 2.83 0.82 -0.21 0.38
H 3.45 -0.68 0.66 0.32
```

Properties
* structure (SMILES): CCNCC[NH2+]C
* frontier orbital gap: 11.089 eV
* charge: +1

---

Name the least stable of them. b.